DFT (ωB97M-V/def2-TZVPD) results for a 8-piece molecular cluster, C20H30O32S7 overall at a distorted geometry.

The geometry in XYZ format:
```
89
Properties=species:S:1:pos:R:3:forces:R:3
C -9.877296 0.656917 8.804511 2.45 1.03 -0.88
C -10.604051 0.485916 9.980373 -3.04 -0.23 -0.19
C -10.079599 1.040990 11.294513 0.00 -0.16 2.38
O -10.653050 0.948537 12.410039 -0.61 -0.37 -1.19
C -8.844693 1.661787 11.263500 1.47 0.75 -1.55
C -8.096159 1.915193 10.094712 -0.77 -0.13 0.07
C -8.652292 1.390236 8.702654 -1.38 -1.47 1.62
O -8.015002 1.511669 7.645420 0.86 0.63 -0.65
O -7.031552 2.556953 10.157166 0.96 0.41 -0.78
O -11.761506 0.006491 9.917682 1.01 -0.01 0.70
H -10.266262 0.234587 7.885097 -0.24 0.05 -0.01
H -8.386647 2.071961 12.154825 -0.27 -0.12 0.26
C -9.363531 -0.814644 4.790028 1.16 1.66 1.92
C -8.697149 0.617482 4.770759 -2.55 -0.61 -0.68
O -8.604319 0.949515 3.365842 0.74 -0.07 -0.88
S -8.858422 -0.304978 2.426543 0.90 -0.80 -0.74
O -7.637907 -1.046335 2.271222 -0.60 0.57 -0.05
O -9.584739 0.064276 1.229331 0.47 -0.29 2.10
O -9.750383 -1.133234 3.486458 -0.50 0.35 -1.17
H -10.205999 -0.640940 5.456585 -0.37 -0.82 -0.31
H -8.650058 -1.487233 5.258395 -0.23 -0.58 -0.56
H -7.833617 0.677686 5.422231 0.32 0.35 -0.51
H -9.519130 1.284254 5.025335 0.63 0.34 0.91
C -4.298393 1.061814 8.758361 -1.44 -1.07 -1.10
C -2.888338 1.427823 8.320780 -2.17 0.61 1.79
O -2.158041 0.785205 9.370038 1.23 -1.19 -0.15
S -2.770227 -0.686843 9.722554 -2.67 1.13 0.22
O -2.892504 -0.815937 11.143647 0.74 0.19 -0.85
O -2.222263 -1.728863 8.932960 0.40 0.20 -0.04
O -4.282075 -0.334735 9.143871 2.17 -0.53 0.14
H -4.947472 1.077840 7.881088 -0.37 0.32 0.33
H -4.762705 1.546446 9.613136 0.27 0.80 -0.32
H -2.866254 2.500989 8.506370 0.79 0.03 -0.31
H -2.736309 1.173531 7.275413 0.78 -0.43 0.21
C -9.440310 5.058724 8.634173 -0.65 -1.49 -0.65
C -9.837011 5.073111 10.074990 0.75 -1.79 2.38
O -10.361523 6.336267 10.452381 -0.22 1.75 -1.67
S -10.529383 7.270116 9.086622 0.38 -1.74 0.43
O -9.959875 8.562280 9.264519 -0.44 -0.39 0.16
O -11.861684 7.094350 8.579658 0.99 0.29 0.37
O -9.470217 6.412393 8.203205 -0.29 0.73 0.17
H -10.096906 4.412013 8.044926 -0.34 0.47 -0.15
H -8.474689 4.561253 8.533584 0.36 0.76 -0.10
H -8.964796 4.807647 10.687466 0.25 0.92 -0.01
H -10.473599 4.265792 10.449512 -0.70 0.19 -0.88
C -8.856151 2.049757 15.173549 -1.29 -1.89 -0.40
C -9.787698 3.209590 14.843150 -0.26 0.34 0.49
O -10.181558 3.743309 16.136887 0.05 -0.21 1.42
S -9.112746 3.432919 17.331491 1.11 0.55 -2.58
O -9.752439 3.025595 18.547038 0.25 -0.04 -1.19
O -8.159061 4.516287 17.365454 -0.94 -0.86 0.37
O -8.402577 2.201585 16.524867 0.44 1.32 1.27
H -8.163583 1.822426 14.361451 1.01 0.90 0.67
H -9.297350 1.053284 15.268899 -1.06 0.40 -0.54
H -10.706265 2.964467 14.315440 0.10 -0.58 0.15
H -9.350002 4.023789 14.264817 0.53 -0.09 0.21
C -8.505784 -2.578047 8.452708 0.66 1.46 -0.84
C -7.060068 -2.030840 8.318255 -0.30 -0.46 1.58
O -6.356088 -2.883377 7.421932 -0.65 -0.82 -1.24
S -7.363640 -3.843019 6.587802 -0.17 -0.95 0.71
O -7.255920 -5.200030 7.051605 0.20 0.90 0.02
O -7.229102 -3.650124 5.174083 -0.38 0.66 1.03
O -8.749957 -3.234994 7.192964 0.92 -0.29 -0.73
H -9.130799 -1.686000 8.475196 -0.43 -0.32 0.23
H -8.664003 -3.209589 9.320953 0.02 -0.34 -0.22
H -6.592668 -2.158873 9.295623 0.22 0.32 -0.12
H -6.999945 -0.986880 8.014642 -0.14 -0.09 -0.27
C -5.592357 3.255832 12.861761 0.11 1.64 -0.38
C -4.582789 2.296296 12.265060 0.12 -1.08 1.02
O -3.668230 2.126780 13.372131 0.61 -0.17 1.69
S -4.394880 2.189274 14.813891 -0.48 0.15 0.23
O -3.674029 2.986020 15.774453 -0.23 -0.57 -1.42
O -4.820675 0.887519 15.238745 0.25 0.64 -0.56
O -5.659868 3.022838 14.275139 0.37 -1.03 0.53
H -6.598218 3.217022 12.459747 0.14 -0.26 -0.22
H -5.202910 4.276577 12.805418 -0.14 0.02 -0.44
H -3.880444 2.595862 11.491959 -0.71 0.53 -0.33
H -5.008431 1.317280 12.032716 -0.10 0.11 -0.11
C -6.095077 3.607345 6.413395 -0.42 0.29 0.68
C -7.073087 4.100918 5.366220 0.55 -0.23 0.43
O -6.248160 4.493124 4.253873 0.98 0.21 -0.20
S -4.710801 4.692905 4.693076 0.74 0.63 -0.29
O -4.254955 6.040431 4.450093 -0.85 -1.25 0.45
O -3.904476 3.632828 4.147594 -0.88 0.46 0.60
O -4.975422 4.495247 6.274282 0.84 -0.01 -1.34
H -5.865825 2.555694 6.237997 0.39 0.13 0.22
H -6.425464 3.804763 7.430241 -0.25 -0.62 -0.01
H -7.560896 4.999978 5.741549 -0.57 -0.27 -0.29
H -7.659868 3.244689 5.047121 -0.61 0.51 -0.03
```
Positions in Å, forces in eV/Å.

Properties
2S+1: 1
E_LUMO: 3.42 eV
Kohn-Sham gap: 6.466 eV
Net charge: -2
Maximum force: 3.07 eV Å⁻¹
HOMO: -3.0 eV
Energy relative to the best compared isomer or geometry (same formula, charge and spin): 0.0 kcal per mole

Here are the Mulliken charges for atoms 1 to 2, given in e: -1.381 0.623